(1)
Entry from the OMol25 dataset: a molecular structure, CH3N2P (ωB97M-V/def2-TZVPD).

Calculated values
LUMO: -0.42 eV
DFT total energy: -13352.5098 eV

Each line ends with the Löwdin charge.
Positions of all 7 atoms, in Å:
C 0.011 0.891 -1.432  -0.4234
N -0.495 0.556 -2.388  -0.0546
N -0.220 -0.620 1.133  -0.3824
P 0.595 0.808 0.802  0.7968
H -0.277 -1.259 0.230  0.0938
H -1.196 -0.390 1.548  0.0618
H 1.582 0.014 0.107  -0.0919



(2)
Entry from the OMol25 dataset: 3 unconnected molecules or ions with the total composition C20H54I2N8O3P2 (ωB97M-V/def2-TZVPD).

Calculated values
LUMO: 0.62 eV
SMILES: CCN[C@@H](N)[C@H](OCI)[C@H](I)CC.CN(C)P(=O)(N(C)C)N(C)C.CN(C)P(=O)(N(C)C)N(C)C
DFT total energy: -74457.0560 eV

Each line ends with the Löwdin charge.
Positions of all 89 atoms, in Å:
C 5.315 -6.342 1.114  -0.0871
C 5.812 -6.158 -0.314  -0.2794
N 4.751 -6.147 -1.320  -0.0146
C 4.015 -7.412 -1.529  -0.3920
N 4.714 -8.644 -1.211  0.0809
C 2.649 -7.428 -0.836  -0.3702
O 1.989 -8.589 -1.362  -0.2886
C 1.254 -9.277 -0.408  -0.6904
I 0.592 -11.116 -1.285  0.7733
C 1.727 -6.234 -1.099  -0.6522
I 1.336 -5.947 -3.189  0.9123
C 2.104 -4.923 -0.427  -0.3188
C 0.974 -3.866 -0.467  -0.1227
H 4.596 -7.151 1.223  0.0479
H 4.875 -5.430 1.511  0.0708
H 6.168 -6.588 1.746  0.0742
H 6.635 -6.843 -0.541  0.0969
H 6.260 -5.163 -0.348  0.1103
H 5.199 -5.964 -2.209  0.1099
H 3.796 -7.459 -2.595  0.1043
H 4.805 -8.803 -0.218  0.0710
H 5.620 -8.685 -1.653  0.0797
H 2.729 -7.537 0.252  0.1373
H 1.858 -9.572 0.448  0.0539
H 0.337 -8.765 -0.119  0.0499
H 0.756 -6.518 -0.690  0.0795
H 2.962 -4.494 -0.933  0.0791
H 2.425 -5.082 0.605  0.1050
H 0.682 -3.603 0.547  0.0696
H 0.106 -4.204 -1.027  0.0334
H 1.337 -2.953 -0.932  0.0705
C -1.793 0.302 -3.354  -0.1334
N -2.304 -0.569 -2.322  -0.3053
C -2.269 -1.973 -2.694  -0.1248
P -2.647 -0.264 -0.672  0.6297
O -1.620 -1.007 0.098  -0.2752
N -2.311 1.387 -0.246  -0.3077
C -1.276 2.154 -0.937  -0.1235
C -2.140 1.507 1.197  -0.1398
N -4.310 -0.010 -0.726  -0.3362
C -5.183 -1.135 -0.409  -0.1190
C -4.881 0.942 -1.637  -0.1184
H -2.337 0.133 -4.292  0.0846
H -0.726 0.131 -3.546  0.0883
H -1.924 1.350 -3.120  0.0399
H -3.192 -2.277 -3.205  0.0774
H -2.143 -2.612 -1.818  0.0650
H -1.428 -2.180 -3.360  0.0824
H -0.387 1.561 -1.186  0.0911
H -0.955 2.989 -0.313  0.0660
H -1.667 2.606 -1.849  0.0566
H -1.147 1.177 1.522  0.0859
H -2.879 0.906 1.732  0.0768
H -2.282 2.546 1.495  0.0568
H -5.342 -1.803 -1.268  0.0785
H -6.157 -0.779 -0.067  0.0786
H -4.757 -1.728 0.401  0.0791
H -5.051 0.513 -2.634  0.0865
H -4.258 1.829 -1.731  0.0732
H -5.844 1.274 -1.240  0.0863
C -2.866 6.555 1.942  -0.1309
N -1.581 6.006 2.310  -0.3023
C -1.688 4.834 3.161  -0.1319
P -0.016 6.305 1.685  0.6311
O 0.370 5.068 0.962  -0.2766
N -0.055 7.482 0.403  -0.3138
C -1.233 7.632 -0.444  -0.1369
C 1.148 7.365 -0.416  -0.1475
N 0.583 7.404 2.805  -0.3356
C 1.421 6.890 3.884  -0.1159
C -0.155 8.589 3.144  -0.1157
H -3.451 6.779 2.842  0.0857
H -3.448 5.859 1.323  0.0880
H -2.783 7.488 1.402  0.0405
H -1.716 5.105 4.225  0.0789
H -0.845 4.157 3.007  0.0713
H -2.595 4.270 2.932  0.0713
H -1.723 6.680 -0.685  0.0874
H -0.951 8.110 -1.382  0.0799
H -1.964 8.300 0.013  0.0568
H 1.090 6.527 -1.119  0.0805
H 2.028 7.209 0.211  0.0743
H 1.301 8.290 -0.975  0.0806
H 0.833 6.485 4.720  0.0790
H 2.071 7.677 4.271  0.0798
H 2.068 6.094 3.513  0.0801
H -0.902 8.403 3.928  0.0870
H -0.650 9.015 2.274  0.0737
H 0.544 9.344 3.511  0.0877



(3)
Entry from the OMol25 dataset: 2 unconnected molecules or ions with the total composition C4H6N3 (ωB97M-V/def2-TZVPD).

Calculated values
LUMO: -6.62 eV
DFT total energy: -8702.7882 eV
total charge: +1

Each line ends with the Löwdin charge.
Positions of all 13 atoms, in Å:
C 1.975 -0.632 -0.158  0.0085
C 0.538 -0.677 0.173  -0.2441
C -1.867 1.534 -0.185  0.3698
C -0.237 -1.665 0.695  0.2588
N 2.228 0.490 -0.749  0.0632
N 1.144 1.223 -0.826  0.0702
N 0.150 0.547 -0.368  0.0172
H 2.681 -1.242 0.178  0.0880
H -1.260 2.435 -0.139  0.0607
H -2.006 0.904 0.702  0.0566
H 0.202 -2.636 0.951  0.1183
H -2.319 1.251 -1.151  0.0805
H -1.228 -1.532 0.877  0.0523



(4)
Entry from the OMol25 dataset: a molecular structure, C33H26BrCaN3O8S4Te (ωB97M-V/def2-TZVPD).

Calculated values
LUMO: 3.80 eV
DFT total energy: -194615.3681 eV
total charge: -2

Each line ends with the Löwdin charge.
Positions of all 77 atoms, in Å:
Ca -2.127 0.107 0.253  1.3244
O -2.747 0.388 4.022  -0.0136
C -2.833 0.992 2.932  -0.6425
O -3.465 0.605 1.900  -0.1558
C -2.057 2.290 2.791  -0.1144
O -1.853 2.656 1.422  -0.2197
C -2.973 3.293 0.786  -0.1241
C -3.138 2.881 -0.684  -0.6615
O -3.787 3.627 -1.407  0.0127
O -2.565 1.770 -1.005  -0.2531
H -1.902 -1.013 3.658  0.0822
H -1.073 2.145 3.227  0.1002
H -2.579 3.079 3.337  0.1314
H -2.848 4.374 0.829  0.1232
H -3.894 3.017 1.302  0.1262
C 1.652 0.331 -4.328  -0.1052
C 1.506 -1.096 -4.020  -0.0945
C 0.608 -1.554 -3.141  -0.0580
C -0.247 -0.622 -2.391  -0.3675
C -0.002 0.849 -2.580  -0.2967
C 0.902 1.228 -3.678  -0.1306
N -1.151 -1.009 -1.546  -0.0920
N -1.327 -2.401 -1.475  -0.0055
C -2.251 -2.824 -0.602  -0.3997
C -2.435 -4.252 -0.520  -0.0553
C -3.312 -4.786 0.367  -0.1193
C -4.075 -3.950 1.222  -0.1228
C -3.875 -2.607 1.093  -0.1766
N -3.013 -2.023 0.220  -0.0372
H 2.345 0.649 -5.098  0.0869
H 2.132 -1.811 -4.548  0.0902
H 0.479 -2.605 -2.949  0.0877
H -0.931 1.420 -2.552  0.0790
H 0.963 2.275 -3.944  0.0965
H -1.839 -4.867 -1.182  0.0946
H -3.423 -5.864 0.421  0.0881
H -4.767 -4.339 1.954  0.0770
H -4.409 -1.902 1.722  0.0988
O 4.611 -1.949 4.618  -0.1197
C 4.011 -1.353 3.742  -1.0524
S 3.178 0.183 3.983  0.9100
C 2.595 0.409 2.337  -1.1362
C 2.885 -0.571 1.454  -1.1180
S 2.471 -0.773 -0.255  0.4741
S 3.835 -1.916 2.088  0.9311
S 1.739 1.952 2.126  0.4229
C 2.576 2.305 -1.126  -0.3437
Te 0.699 1.516 -0.414  1.5472
C 0.247 3.668 -0.654  -0.2756
C 1.093 4.159 -1.793  -0.2719
C 0.710 5.170 -2.674  -0.0390
C 1.541 5.539 -3.728  -0.1061
C 2.760 4.892 -3.915  -0.1102
C 3.129 3.861 -3.060  -0.0569
C 2.300 3.486 -2.005  -0.2875
H 3.125 1.501 -1.602  0.0285
H 3.048 2.568 -0.181  0.0351
H 0.571 4.062 0.310  0.0584
H -0.808 3.883 -0.793  0.0514
H -0.251 5.656 -2.540  0.1117
H 1.235 6.324 -4.412  0.0892
H 3.407 5.172 -4.740  0.0889
H 4.054 3.319 -3.230  0.1112
Br 3.033 -6.671 1.734  0.6739
C 1.909 -5.142 1.962  -0.6861
C 1.484 -4.450 0.845  -0.1168
C 0.675 -3.330 1.016  -0.0400
C 0.295 -2.938 2.285  -0.1216
C 0.725 -3.653 3.398  -0.0101
C 1.550 -4.757 3.246  -0.1279
C -0.594 -1.754 2.458  -0.4426
O -1.376 -1.849 3.512  0.1376
O -0.596 -0.788 1.709  -0.0667
H 1.786 -4.760 -0.148  0.1073
H 0.328 -2.781 0.149  0.0784
H 0.426 -3.331 4.387  0.1222
H 1.908 -5.307 4.106  0.0967



(5)
Entry from the OMol25 dataset: a molecular structure, C51H43BMoN5Si (ωB97M-V/def2-TZVPD).

Calculated values
LUMO (spin up / spin down): 2.56 / 2.55 eV
spin multiplicity: 3
DFT total energy: -71446.8807 eV
<S²>: 2.052
total charge: -1

Each line ends with the Löwdin charge.
Positions of all 102 atoms, in Å:
Mo 0.718 0.770 0.959  1.2528
B 0.625 3.697 1.333  -0.4602
N 0.625 3.188 2.791  -0.0836
C 0.541 3.739 4.009  -0.0801
C 0.317 2.726 4.925  -0.0570
C 0.265 1.557 4.157  -0.1195
N 0.453 1.859 2.881  -0.1084
N -0.799 3.430 0.818  -0.0683
C -1.902 4.183 0.716  -0.0831
C -2.978 3.348 0.481  -0.0532
C -2.425 2.061 0.458  -0.1290
N -1.119 2.128 0.672  -0.0913
H 1.373 2.908 0.713  0.0553
H 0.963 4.841 1.229  0.0829
H 0.638 4.804 4.137  0.1177
H 0.207 2.817 5.992  0.0858
H 0.113 0.530 4.447  0.1133
H -1.841 5.255 0.804  0.1224
H -4.008 3.624 0.336  0.0897
H -2.898 1.103 0.311  0.1058
N 1.075 -1.183 -0.193  -0.0081
C 2.308 -1.858 -0.496  -0.2236
C 2.322 -2.658 -1.635  -0.0307
C 3.463 -3.330 -2.025  -0.0886
C 4.612 -3.189 -1.260  -0.0929
C 4.588 -2.404 -0.123  -0.0453
C 3.436 -1.735 0.316  -0.1194
C 3.515 -0.879 1.536  -0.1870
C 4.525 -1.209 2.452  -0.0729
C 4.906 -0.346 3.462  -0.1048
C 4.291 0.894 3.539  -0.1048
C 3.223 1.170 2.702  -0.1393
C 2.723 0.278 1.732  -0.1746
H 0.535 -1.730 0.488  0.0534
H 0.517 -1.223 -1.042  0.0474
H 1.415 -2.738 -2.223  0.1225
H 3.458 -3.937 -2.921  0.1015
H 5.534 -3.674 -1.557  0.0970
H 5.511 -2.268 0.423  0.1007
H 5.023 -2.167 2.376  0.0979
H 5.685 -0.631 4.160  0.0929
H 4.609 1.627 4.271  0.0941
H 2.744 2.131 2.834  0.0708
C -0.222 5.778 -2.813  -0.1056
C -1.289 4.895 -2.819  -0.0952
C -1.095 3.565 -2.468  -0.1141
C 0.163 3.086 -2.104  -0.2725
C 1.227 3.994 -2.111  -0.1047
C 1.042 5.323 -2.458  -0.0928
Si 0.434 1.291 -1.558  0.7086
C 2.021 0.733 -2.470  -0.2749
C 2.027 0.125 -3.726  -0.0962
C 3.202 -0.321 -4.315  -0.0974
C 4.413 -0.163 -3.658  -0.1028
C 4.440 0.459 -2.418  -0.0859
C 3.259 0.901 -1.840  -0.1214
C -0.989 0.316 -2.358  -0.2768
C -1.296 0.503 -3.712  -0.1303
C -2.306 -0.219 -4.332  -0.0923
C -3.042 -1.147 -3.606  -0.0930
C -2.775 -1.334 -2.259  -0.0624
C -1.767 -0.601 -1.645  -0.1086
H -0.372 6.818 -3.081  0.0922
H -2.279 5.241 -3.093  0.0976
H -1.944 2.891 -2.470  0.0977
H 2.219 3.656 -1.830  0.0978
H 1.883 6.006 -2.448  0.0965
H 1.091 -0.036 -4.248  0.0815
H 3.170 -0.810 -5.282  0.0964
H 5.329 -0.532 -4.104  0.0960
H 5.377 0.578 -1.887  0.1037
H 3.306 1.358 -0.857  0.0851
H -0.741 1.235 -4.290  0.1024
H -2.520 -0.056 -5.381  0.0959
H -3.829 -1.715 -4.089  0.0961
H -3.346 -2.045 -1.674  0.0958
H -1.600 -0.737 -0.579  0.0604
C -0.615 -0.543 1.665  -0.2086
C -1.487 -1.426 1.748  -0.1711
C -2.498 -2.368 1.720  -0.2010
C -2.226 -3.575 0.937  -0.1908
C -3.208 -4.252 0.190  -0.0736
C -2.884 -5.322 -0.627  -0.1108
C -1.574 -5.771 -0.736  -0.1259
C -0.588 -5.127 0.002  -0.1060
C -0.909 -4.062 0.826  -0.0523
C -3.775 -2.070 2.351  -0.1839
C -4.094 -0.751 2.730  -0.0445
C -5.290 -0.445 3.352  -0.1108
C -6.224 -1.436 3.632  -0.1343
C -5.919 -2.748 3.290  -0.1158
C -4.723 -3.063 2.668  -0.0600
H -4.232 -3.904 0.222  0.1021
H -3.669 -5.804 -1.200  0.0928
H -1.326 -6.605 -1.382  0.0854
H 0.442 -5.460 -0.056  0.0951
H -0.133 -3.594 1.421  0.1053
H -3.373 0.033 2.536  0.0875
H -5.496 0.585 3.623  0.0931
H -7.161 -1.193 4.117  0.0830
H -6.619 -3.544 3.522  0.0907
H -4.500 -4.099 2.451  0.0989



(6)
Entry from the OMol25 dataset: a molecular structure, C15H17N2O5SSe5SiTa (ωB97M-V/def2-TZVPD).

Calculated values
LUMO: -1.72 eV
DFT total energy: -376051.2168 eV

Each line ends with the Löwdin charge.
Positions of all 47 atoms, in Å:
Ta 0.222 -0.764 1.186  1.3212
O -3.890 0.430 1.588  0.1849
C -2.766 -0.072 1.164  -0.4607
O -1.783 -0.181 1.875  -0.3092
C -2.612 -0.506 -0.244  -0.1484
C -3.558 -0.607 -1.237  0.0434
C -3.119 -1.003 -2.501  -0.0010
C -1.773 -1.218 -2.733  0.0455
C -0.881 -1.056 -1.683  -0.1962
N -1.317 -0.758 -0.469  0.0189
C 0.636 -1.085 -1.785  -0.6463
O 1.180 -1.337 -2.829  0.1122
O 1.190 -0.728 -0.661  -0.2894
H -3.727 0.776 2.496  0.1025
H -4.595 -0.381 -1.035  0.1324
H -3.834 -1.114 -3.305  0.1208
H -1.382 -1.481 -3.707  0.1368
O 0.706 -0.005 2.955  -1.0431
N 2.110 -1.864 1.517  -0.1606
C 3.252 -1.491 2.108  -0.0903
C 4.341 -2.331 2.128  -0.0474
C 4.228 -3.580 1.518  -0.0469
C 3.047 -3.958 0.915  -0.0596
C 1.981 -3.062 0.931  -0.7258
S 0.391 -3.319 0.279  0.6084
H 3.253 -0.510 2.562  0.1200
H 5.256 -2.018 2.609  0.1071
H 5.072 -4.258 1.520  0.1129
H 2.928 -4.920 0.439  0.1121
Se -1.731 2.034 4.162  0.0868
Se -0.111 0.512 4.443  0.3071
Se -1.333 -1.499 4.741  0.1217
Se -0.702 -2.681 2.808  0.1542
C 0.478 1.949 -2.765  -0.1950
Si 0.041 2.856 -1.185  0.1870
C -1.782 3.311 -1.273  -0.2210
C 1.095 4.398 -1.054  -0.2338
Se 0.363 1.801 0.831  0.4788
H 0.426 2.670 -3.588  0.0407
H -0.234 1.160 -3.004  0.0126
H 1.484 1.532 -2.767  0.0422
H -1.996 3.951 -2.133  0.0326
H -2.092 3.840 -0.370  0.0302
H -2.402 2.414 -1.364  0.0100
H 0.929 5.054 -1.912  0.0323
H 2.156 4.143 -1.021  0.0310
H 0.857 4.959 -0.149  0.0285



(7)
Entry from the OMol25 dataset: a molecular structure, C18H36ClFeN7SSi (ωB97M-V/def2-TZVPD).

Calculated values
LUMO (spin up / spin down): -2.92 / -2.83 eV
spin multiplicity: 2
DFT total energy: -95298.5169 eV
<S²>: 0.771
total charge: +1

Each line ends with the Löwdin charge.
Positions of all 65 atoms, in Å:
Fe 0.363 1.917 0.137  0.0630
C -4.981 1.237 4.138  -0.1709
Si -3.903 0.197 3.023  0.5164
C -3.671 -1.521 3.718  -0.1688
C -4.652 0.124 1.319  -0.2027
C -2.177 1.008 3.036  -0.2095
C -1.658 1.441 4.256  -0.0549
C -0.408 2.045 4.364  -0.0359
C 0.338 2.208 3.218  -0.1065
N -0.121 1.777 2.042  -0.1079
C -1.339 1.212 1.940  -0.6258
S -1.595 0.905 0.222  0.7712
H -5.983 0.806 4.197  0.0404
H -5.079 2.251 3.745  0.0422
H -4.599 1.307 5.158  0.0289
H -4.623 -2.052 3.778  0.0387
H -3.242 -1.494 4.722  0.0347
H -3.002 -2.108 3.084  0.0320
H -5.679 -0.237 1.422  0.0407
H -4.123 -0.559 0.654  0.0122
H -4.689 1.103 0.840  0.0316
H -2.247 1.318 5.158  0.1080
H -0.027 2.384 5.316  0.1136
H 1.316 2.675 3.219  0.1172
C 3.138 -0.062 -4.576  -0.0630
C 1.823 -0.551 -5.179  -0.4004
C 1.354 -1.844 -4.519  -0.0679
C 0.749 0.544 -5.174  -0.0856
N 0.653 1.256 -3.897  -0.0786
C 0.358 0.813 -2.680  -0.1067
N 0.463 1.825 -1.849  -0.0677
N 0.821 2.902 -2.590  0.0257
N 0.938 2.566 -3.811  0.0994
H 3.921 -0.802 -4.737  0.0872
H 3.048 0.089 -3.497  0.0679
H 3.467 0.877 -5.024  0.0863
H 2.001 -0.754 -6.238  0.1405
H 1.291 -1.738 -3.432  0.0458
H 2.061 -2.650 -4.716  0.0888
H 0.378 -2.160 -4.889  0.0856
H -0.238 0.143 -5.403  0.1333
H 0.981 1.317 -5.904  0.1318
H 0.079 -0.193 -2.423  0.1255
Cl 2.057 3.474 0.305  0.6639
C 0.290 3.814 0.292  -0.4932
H 0.050 4.376 -0.605  0.0234
H 0.011 4.283 1.228  0.0318
C 1.150 -3.336 -0.332  -0.0336
C 1.948 -2.171 0.243  -0.6304
C 2.044 -2.313 1.765  -0.0409
C 3.339 -2.131 -0.380  -0.0361
N 1.201 -0.956 -0.167  -0.0497
N 1.657 0.262 0.444  -0.0099
H 1.684 -4.273 -0.183  0.0954
H 0.991 -3.200 -1.402  0.0743
H 0.176 -3.424 0.156  0.0900
H 2.459 -3.287 2.024  0.0947
H 1.057 -2.239 2.228  0.0899
H 2.702 -1.566 2.215  0.0774
H 3.886 -3.040 -0.132  0.0946
H 3.935 -1.294 -0.008  0.0784
H 3.272 -2.054 -1.466  0.0767
H 0.229 -1.049 0.119  0.0606
H 2.568 0.467 0.044  0.0964
H 1.787 0.131 1.447  0.0905



(8)
Entry from the OMol25 dataset: a single C4H4ClF molecule (ωB97M-V/def2-TZVPD).

Calculated values
LUMO: 0.88 eV
SMILES: F/C=C/C=C\Cl
DFT total energy: -19451.4015 eV

Each line ends with the Löwdin charge.
Positions of all 10 atoms, in Å:
F -3.075 -0.681 -0.038  0.0531
C -2.165 0.256 0.067  -0.1669
C -0.845 0.000 -0.036  -0.0952
C 0.144 1.067 0.028  -0.2251
C 1.436 0.926 -0.063  -0.5228
Cl 2.196 -0.669 0.021  0.5692
H -2.525 1.282 0.193  0.1225
H -0.540 -1.038 -0.060  0.0922
H -0.225 2.094 -0.041  0.1171
H 2.214 1.668 -0.085  0.0560